{
  "formula": "C48H56BiN5O7PS3Sb",
  "method": "wB97M-V/def2-TZVPD",
  "relative_energy_kcal_mol": 48.4,
  "total_charge": -2,
  "gap_ev": 6.198,
  "homo_energy_ev": -2.2,
  "max_force_ev_per_a": 0.66,
  "species": ["H", "C", "C", "H", "H", "H", "N", "C", "C", "C", "H", "Bi", "C", "C", "H", "C", "H", "H", "C", "O", "C", "O", "H", "C", "H", "H", "C", "O", "C", "H", "O", "C", "H", "C", "C", "H", "S", "H", "H", "C", "C", "C", "C", "H", "H", "H", "C", "Sb", "H", "H", "H", "H", "C", "C", "H", "C", "C", "H", "C", "H", "C", "O", "H", "H", "H", "C", "H", "H", "H", "C", "C", "C", "H", "C", "H", "H", "H", "S", "H", "C", "C", "C", "H", "H", "H", "H", "C", "C", "H", "H", "C", "H", "C", "O", "C", "O", "H", "H", "N", "H", "C", "N", "H", "H", "H", "P", "H", "H", "C", "C", "C", "N", "N", "C", "H", "C", "H", "S", "C", "C", "H", "H"],
  "xyz": [[-3.150224, -3.099137, 2.702597], [-2.078555, -5.952620, 4.192963], [-5.539063, 1.896507, 2.523460], [-6.104671, 2.394657, 3.312501], [-5.230489, 0.909679, -1.453165], [-4.029728, -5.129765, 3.831194], [0.901107, -0.859185, 1.857266], [4.228024, -4.039073, -1.453096], [4.469375, -4.512029, -3.819323], [-0.708941, -5.766525, 4.035564], [-6.134708, 2.916174, 0.677714], [-0.588160, -0.296742, 0.067685], [-5.481837, 1.848601, -1.947962], [-3.621959, -3.194149, -0.429124], [0.957267, 4.177832, 1.752375], [2.928872, -0.912018, 3.218045], [-4.278326, 1.924922, -5.096373], [-2.004073, 5.386308, -2.485048], [-4.283566, -4.413957, -0.465812], [1.116892, -2.075707, -2.322141], [3.464175, -6.722469, 2.850635], [2.055362, -0.475017, -3.821211], [2.088223, -8.371235, 2.745802], [-4.293038, 1.733986, -4.022119], [-5.656167, -5.683654, -1.537933], [-0.013154, -6.519966, 4.384845], [-5.326431, -3.798000, -2.528140], [0.005498, 1.850403, 1.565859], [-4.125247, 1.488617, 2.942011], [-1.176007, 4.516309, -0.383540], [-1.488760, -1.762763, 1.554121], [1.695577, 3.485771, 1.345187], [4.167877, -4.311417, -4.841048], [-2.474775, -3.850049, 3.091917], [-0.223252, -4.625865, 3.415923], [2.584484, -0.767068, 4.244976], [-3.017641, -0.670948, -1.417113], [-6.334831, 2.423063, -3.855018], [0.828273, -7.395139, 0.843820], [-5.146741, -4.727622, -1.509501], [7.299916, -1.002532, 0.167671], [-3.625022, 6.507523, -1.558723], [-3.398082, 1.291967, 1.610081], [2.973275, -1.986147, 3.046621], [3.251734, 1.467400, 2.051856], [-6.365955, 2.280011, -1.470792], [-3.800903, -2.243381, -1.442239], [3.381325, -2.959268, 0.265174], [-3.947123, 3.847202, -3.691478], [7.888489, -2.417703, 3.183007], [4.686597, -4.989299, 2.747511], [-3.457597, 0.255293, 1.272320], [-4.660716, -2.579901, -2.497674], [-4.318597, 5.472594, -0.633485], [-3.736015, 0.822949, -3.804363], [2.386049, -7.418400, 2.323349], [7.978043, -1.324977, 1.337383], [-5.103316, 4.924310, -1.153253], [5.207817, -5.006013, -1.203936], [5.520006, -1.257951, -0.994222], [-0.610799, -2.414228, 2.275348], [-1.946379, 2.403180, -0.731201], [-4.794367, -1.866898, -3.303927], [-2.346915, 1.580164, 1.664528], [5.508257, -5.215242, -0.182464], [-1.984550, 5.241287, -0.345234], [1.728214, 3.628458, 0.261162], [-6.097380, 1.017869, 2.190830], [2.684032, 3.701053, 1.753691], [2.237694, 1.113899, 1.919475], [1.245527, 2.061987, 1.619377], [5.811755, -5.708717, -2.236994], [-4.101439, 0.579589, 3.542368], [6.040180, -1.529141, -0.080167], [1.479805, -5.231430, -0.091830], [-2.455555, -6.849938, 4.669712], [-3.662473, 2.293299, 3.518742], [0.177848, -2.574857, -0.961895], [-3.688182, 7.506126, -1.120378], [3.835931, -5.491790, 2.312704], [5.426809, -2.402921, 0.826451], [3.147224, -4.925728, 1.237845], [-5.983415, -4.026514, -3.360721], [3.128384, -3.060384, -3.020489], [-2.609774, 2.816756, -3.134488], [3.920403, -0.470285, 3.114809], [1.683054, -6.872136, 1.256922], [-2.160570, 6.048248, -1.630516], [-6.180955, 0.668646, -3.638792], [5.903999, -6.013673, -4.366666], [3.872780, -3.802580, -2.778836], [-1.817366, 5.908819, 0.508447], [-3.693206, 2.886134, -3.226125], [1.043078, 0.300603, -1.729292], [-1.105363, -3.657002, 2.941817], [3.194994, -0.868446, -1.705594], [-2.941128, -2.962075, 0.379932], [4.021984, -7.135155, 3.684344], [-4.338529, 2.788869, -1.891194], [-4.771293, 5.976403, 0.227223], [-5.702491, 1.628997, -3.443618], [-4.152824, 2.160914, 0.662383], [5.663840, -3.321854, 2.761912], [7.752582, -0.331882, -0.553965], [0.840032, -4.475752, 3.277071], [-3.330850, 2.891834, -0.566239], [6.574790, -6.446509, -2.013700], [-1.463094, 6.883895, -1.710283], [6.112454, -2.694799, 2.005930], [7.377849, -2.170062, 2.258745], [-5.269550, 2.814461, 1.337789], [0.614302, -2.069123, 2.489861], [-3.270505, 4.548933, -0.196593], [5.440086, -5.464031, -3.555034], [-4.114868, -5.128883, 0.333094], [2.057139, -5.643722, 0.731075], [-4.993022, 3.818563, 1.688665], [1.925822, -0.676176, -2.402718], [-2.960567, -4.990799, 3.719135], [1.969688, -0.230514, 2.275178], [8.958916, -0.908370, 1.534643], [-4.096231, 6.549345, -2.541355]],
  "forces_ev_per_a": [[0.007, -0.010, 0.009], [0.018, 0.022, -0.031], [0.061, -0.023, 0.011], [-0.008, -0.016, 0.014], [0.012, -0.007, 0.001], [0.006, 0.000, -0.011], [-0.015, 0.001, 0.182], [0.057, -0.001, 0.034], [-0.001, -0.012, 0.037], [-0.017, 0.003, -0.004], [-0.005, -0.008, -0.029], [-0.094, 0.180, 0.046], [0.103, 0.049, -0.043], [0.029, -0.078, -0.002], [0.013, 0.006, 0.011], [0.021, 0.021, -0.012], [0.008, -0.017, 0.002], [0.000, 0.008, 0.006], [0.019, 0.055, 0.012], [-0.166, -0.091, 0.057], [-0.034, 0.026, -0.064], [0.001, 0.016, 0.035], [0.006, -0.002, -0.007], [-0.020, -0.018, 0.055], [-0.010, 0.002, 0.003], [0.006, -0.006, -0.008], [0.048, 0.036, 0.043], [0.040, -0.038, -0.118], [-0.034, -0.043, -0.032], [0.001, -0.011, 0.025], [0.188, 0.011, -0.054], [0.030, 0.028, 0.006], [-0.005, 0.020, 0.017], [-0.072, -0.077, -0.001], [0.017, 0.010, 0.019], [0.013, -0.002, 0.008], [-0.189, 0.054, -0.059], [-0.026, -0.016, -0.005], [0.005, 0.013, 0.001], [0.018, 0.044, -0.038], [-0.001, -0.009, 0.017], [0.029, -0.013, 0.038], [-0.141, 0.024, 0.003], [-0.011, -0.007, 0.009], [-0.005, -0.002, -0.005], [-0.004, 0.043, 0.017], [0.075, -0.005, -0.019], [0.387, -0.515, -0.155], [0.025, 0.054, -0.005], [-0.006, -0.002, 0.001], [0.058, 0.058, 0.025], [-0.034, 0.022, -0.015], [-0.052, -0.043, 0.011], [0.109, 0.008, 0.004], [0.010, -0.034, -0.002], [0.019, 0.041, 0.008], [-0.042, -0.014, 0.010], [-0.011, -0.013, 0.015], [-0.039, 0.041, -0.023], [0.003, 0.011, 0.023], [-0.170, -0.114, 0.066], [-0.174, -0.177, -0.137], [-0.003, -0.005, 0.007], [-0.038, 0.059, 0.024], [0.002, 0.006, -0.008], [-0.101, -0.072, 0.023], [-0.020, -0.008, 0.027], [-0.010, 0.016, -0.001], [-0.009, 0.006, -0.020], [-0.109, 0.048, -0.025], [0.094, -0.150, 0.071], [-0.022, 0.028, -0.024], [0.013, 0.020, 0.032], [0.009, -0.113, -0.021], [-0.006, 0.013, 0.013], [0.002, -0.002, 0.013], [0.018, 0.002, -0.016], [0.295, 0.145, -0.334], [-0.015, 0.007, -0.013], [-0.107, -0.036, -0.108], [-0.018, 0.060, 0.097], [-0.016, 0.073, 0.208], [-0.004, 0.003, -0.008], [-0.032, 0.009, 0.020], [0.020, -0.038, 0.027], [-0.013, 0.004, 0.014], [0.010, 0.015, 0.011], [-0.031, 0.022, 0.027], [0.010, 0.002, -0.013], [0.007, 0.004, 0.010], [-0.028, 0.014, 0.037], [-0.038, 0.019, 0.029], [-0.185, 0.187, 0.209], [0.181, -0.218, 0.069], [0.059, 0.096, -0.029], [-0.413, 0.104, -0.123], [-0.045, -0.006, -0.021], [0.001, 0.007, 0.003], [0.016, -0.348, -0.045], [0.006, 0.008, 0.035], [0.029, 0.018, 0.009], [0.038, -0.035, 0.114], [-0.052, -0.036, 0.050], [-0.014, -0.001, 0.003], [-0.005, -0.011, 0.001], [0.258, 0.251, 0.026], [-0.011, -0.006, 0.007], [0.013, -0.016, -0.021], [0.002, 0.118, -0.090], [-0.037, 0.009, -0.051], [0.037, -0.045, -0.004], [0.007, 0.106, -0.121], [0.021, 0.034, -0.309], [0.000, -0.009, 0.062], [0.013, 0.010, -0.002], [0.043, 0.027, -0.024], [0.005, 0.018, -0.002], [0.044, 0.049, 0.237], [0.043, 0.030, -0.010], [0.018, 0.024, -0.060], [0.010, -0.008, -0.005], [0.007, 0.005, -0.008]]
}